The following is a quantum chemistry calculation of a single C9H20NOPS3 molecule, from OMol25.

The SMILES is CCO[P@](=S)(S[C@@H](C)CC)N(C=S)CC. As for the HOMO energy: -8.507 eV. As for the spin multiplicity: 1. For the relative energy (zero: lowest compared OMol25 entry of this formula, charge and spin), the calculation gives 0.0 kcal/mol. As for the HOMO-LUMO gap: 8.73 eV.

Atoms and positions in Å:
S 1.702 -2.112 -4.267
S -1.953 -1.307 -1.056
O -0.233 1.046 -1.308
S 0.259 -0.471 1.323
C 0.745 -1.387 -3.127
N 1.012 -1.324 -1.749
C 1.077 2.804 -2.227
C 3.436 -1.253 -1.095
C -3.653 0.714 2.340
C -1.273 -0.672 3.595
C 0.953 1.846 -1.084
C 2.121 -2.037 -1.068
C -2.239 0.740 1.766
C -1.416 -0.530 2.078
P -0.184 -0.478 -0.761
H -0.160 -0.903 -3.501
H 1.932 3.413 -2.085
H 0.229 3.455 -2.346
H 1.194 2.256 -3.190
H 3.629 -0.818 -2.070
H 4.260 -1.946 -0.874
H 3.459 -0.481 -0.365
H -4.193 -0.192 1.970
H -4.178 1.593 1.969
H -3.692 0.758 3.431
H -0.847 0.248 4.019
H -0.627 -1.525 3.769
H -2.217 -0.809 4.098
H 0.820 2.409 -0.174
H 1.836 1.237 -0.982
H 2.246 -3.026 -1.518
H 1.925 -2.234 0.004
H -2.389 0.787 0.719
H -1.650 1.622 2.048
H -1.928 -1.424 1.718

Results of the Mulliken charge analysis, in e, for atoms 1 through 6: -0.25 -0.37 -0.31 -0.22 -0.15 0.30

***

The following is a quantum chemistry calculation of a molecular structure, C49H51FGe2N3NiO3P, from OMol25.

As for the HOMO energy (spin up / spin down): -8.985 / -8.913 eV. As for the spin multiplicity: 2. Its total charge is +1. For the relative energy (zero: lowest compared OMol25 entry of this formula, charge and spin), the calculation gives 2.3 kcal/mol. As for the HOMO-LUMO gap (spin up / spin down): 5.64 / 5.57 eV.

Atoms and positions in Å:
Ni 1.228 0.064 -0.982
C 1.696 -2.619 6.069
C 1.276 -3.558 4.938
N 0.898 -2.840 3.737
C 1.890 -2.516 2.858
C 1.679 -1.861 1.686
C 2.921 -1.476 0.899
O 3.994 -1.916 1.279
O 2.775 -0.676 -0.076
C 0.358 -1.498 1.277
O 0.050 -0.964 0.151
C -0.670 -1.771 2.243
C -1.996 -1.396 1.963
C -3.006 -1.659 2.860
F -4.282 -1.325 2.515
C -2.749 -2.233 4.093
C -1.415 -2.580 4.396
C -0.387 -2.411 3.478
N -3.718 -2.437 5.111
C -4.992 -1.751 5.062
C -5.567 -1.789 6.499
N -4.442 -2.167 7.389
C -4.079 -3.591 7.181
C -3.881 -3.770 5.658
H 1.979 -3.201 6.943
H 0.887 -1.943 6.337
H 2.550 -2.024 5.759
H 0.447 -4.194 5.253
H 2.115 -4.214 4.690
H 2.899 -2.806 3.110
H -2.218 -0.918 1.027
H -1.210 -2.986 5.373
H -5.708 -2.203 4.360
H -4.820 -0.722 4.744
H -6.355 -2.535 6.598
H -5.967 -0.816 6.788
H -4.623 -1.956 8.373
H -3.630 -1.635 7.027
H -4.874 -4.228 7.564
H -3.157 -3.796 7.727
H -4.744 -4.287 5.213
H -2.995 -4.366 5.449
C 6.597 4.452 -3.236
C 6.571 3.143 -2.778
C 5.366 2.482 -2.622
C 4.175 3.162 -2.874
C 4.205 4.466 -3.353
C 5.416 5.104 -3.555
P 2.543 2.409 -2.581
C 2.557 2.178 -0.731
C 1.311 2.155 -0.066
C 1.245 1.986 1.317
C 2.410 1.865 2.052
C 3.637 1.960 1.417
C 3.716 2.111 0.043
C 2.843 0.697 -3.174
C 3.634 0.456 -4.296
C 3.705 -0.816 -4.828
C 3.013 -1.865 -4.244
C 2.236 -1.646 -3.117
C 2.123 -0.358 -2.621
H 7.541 4.964 -3.352
H 7.495 2.637 -2.533
H 5.348 1.441 -2.322
H 3.269 4.966 -3.563
H 5.438 6.108 -3.952
H 0.402 2.423 -0.603
H 0.283 1.964 1.814
H 2.368 1.719 3.123
H 4.548 1.906 1.994
H 4.688 2.164 -0.422
H 4.197 1.267 -4.736
H 4.317 -0.997 -5.698
H 3.072 -2.855 -4.670
H 1.729 -2.475 -2.640
C 0.670 3.174 -5.261
Ge -0.416 3.072 -3.584
C 0.018 4.626 -2.376
C -2.319 3.460 -4.111
Ge -0.503 0.670 -2.555
C -0.900 -0.679 -3.976
C -1.088 -0.298 -5.298
C -1.418 -1.230 -6.266
C -1.534 -2.567 -5.927
C -1.319 -2.966 -4.617
C -1.008 -2.027 -3.650
C -2.197 0.700 -1.494
C -3.108 -0.353 -1.511
C -4.214 -0.349 -0.679
C -4.432 0.715 0.181
C -3.558 1.791 0.178
C -2.449 1.774 -0.644
H 1.023 4.193 -5.387
H 0.060 2.912 -6.119
H 1.533 2.518 -5.235
H 0.132 5.509 -2.999
H 0.935 4.506 -1.809
H -0.799 4.808 -1.684
H -2.391 4.511 -4.386
H -3.000 3.272 -3.286
H -2.637 2.858 -4.957
H -0.979 0.745 -5.564
H -1.589 -0.916 -7.286
H -1.781 -3.298 -6.681
H -1.401 -4.011 -4.353
H -0.841 -2.336 -2.625
H -2.962 -1.175 -2.198
H -4.907 -1.179 -0.700
H -5.277 0.709 0.853
H -3.734 2.637 0.826
H -1.770 2.618 -0.633

Results of the Mulliken charge analysis, in e, for atoms 1 through 6: 1.14 -1.02 -1.06 0.26 -0.21 0.25

***

The following is a quantum chemistry calculation of a molecular structure, C11H15BrClMoO2Tm, from OMol25.

As for the HOMO energy (spin up / spin down): -8.459 / -8.368 eV. As for the spin multiplicity: 5. For the relative energy (zero: lowest compared OMol25 entry of this formula, charge and spin), the calculation gives 0.0 kcal/mol. As for the HOMO-LUMO gap (spin up / spin down): 6.18 / 5.59 eV.

Atoms and positions in Å:
Tm 0.998 -0.594 -2.508
Cl 2.544 -2.377 -3.118
C 2.314 1.148 -3.193
C -0.517 -1.016 -4.166
H 1.966 1.374 -4.204
H 2.347 2.085 -2.634
H 3.337 0.767 -3.280
H -0.286 -0.309 -4.968
H -1.591 -0.954 -3.973
H -0.300 -2.018 -4.556
Mo -0.031 0.055 0.413
C -1.891 -0.802 0.969
C -0.753 1.220 -0.985
H -2.700 -0.434 0.320
H -1.669 -1.859 0.717
H -2.204 -0.777 2.023
H -1.724 1.092 -1.510
H -0.275 2.114 -1.428
Br 1.535 2.505 3.793
C 1.777 0.923 4.786
C 2.077 1.043 6.150
C 2.148 -0.075 6.977
C 1.961 -1.337 6.416
C 1.731 -1.482 5.051
C 1.633 -0.361 4.222
C 1.180 -0.565 2.775
O 0.427 -1.547 2.559
O 1.562 0.291 1.875
H 2.230 2.026 6.568
H 2.333 0.044 8.040
H 1.997 -2.220 7.043
H 1.598 -2.464 4.604

Results of the Mulliken charge analysis, in e, for atoms 1 through 6: 0.78 -0.52 -1.27 -1.26 0.33 0.28

***

no.,strongest force on any atom (eV/A)
1,3.046
2,2.480
3,2.295